(1)
{
  "formula": "C5H11N3",
  "method": "ωB97M-V/def2-TZVPD",
  "homo_lumo_gap_ev": 10.755,
  "max_force_ev_per_a": 2.3,
  "de_lowest_kj_mol": 86.60,
  "lumo_energy_ev": -6.8,
  "smiles": "[NH3+]CCc1c[nH]c[nH+]1",
  "total_charge": 2,
  "species": ["N", "C", "C", "C", "C", "N", "C", "N", "H", "H", "H", "H", "H", "H", "H", "H", "H", "H", "H"],
  "positions_angstrom": [[-2.4630, -0.6205, -1.4022], [-0.9891, -0.8502, -1.3563], [-0.4614, -0.8804, 0.0791], [0.5054, 0.2076, 0.5359], [0.7200, 0.4757, 1.8746], [1.8717, 1.2101, 1.9738], [2.3373, 1.4566, 0.7452], [1.5610, 0.8299, -0.1240], [-2.8892, -0.8796, -2.3074], [-2.7142, 0.3582, -1.2575], [-2.8937, -1.3508, -0.8149], [-0.4858, -0.0435, -1.9116], [-0.6475, -1.7524, -1.8437], [0.2434, -1.7313, 0.0405], [-1.2231, -0.8008, 0.8487], [0.1927, 0.0920, 2.7373], [2.3863, 1.6193, 2.7448], [3.1581, 2.1137, 0.5044], [1.7912, 0.5463, -1.0667]],
  "forces_ev_per_angstrom": [[-0.2, -1.7, -1.3], [1.2, 1.4, -0.1], [2.0, 0.8, -0.6], [0.4, 0.4, 1.8], [-0.3, -0.5, -0.4], [0.6, 0.9, -1.5], [0.2, -0.1, 0.4], [-1.1, -1.1, -0.4], [0.5, 0.3, -0.2], [-0.3, -0.2, 0.7], [-0.3, 1.0, 0.6], [-0.5, -0.1, 0.0], [-0.9, -0.4, -0.3], [-1.1, -0.4, 1.0], [-0.1, -1.1, 0.0], [0.0, 0.2, -0.1], [-0.6, -0.2, 0.5], [0.2, -0.2, 0.0], [0.3, 0.8, -0.2]],
  "nbo_charge": [-0.68, -0.24, -0.46, 0.13, -0.03, -0.44, 0.28, -0.47, 0.47, 0.47, 0.46, 0.23, 0.26, 0.28, 0.26, 0.27, 0.48, 0.28, 0.46]
}



(2)
{
  "formula": "C5H11N3",
  "method": "ωB97M-V/def2-TZVPD",
  "homo_lumo_gap_ev": [9.076, 6.971],
  "max_force_ev_per_a": 3.7,
  "de_lowest_kj_mol": 552.01,
  "lumo_energy_ev": [-8.8, -9.1],
  "total_charge": 2,
  "species": ["C", "C", "C", "C", "C", "N", "N", "N", "H", "H", "H", "H", "H", "H", "H", "H", "H", "H", "H"],
  "positions_angstrom": [[-0.5600, 0.1902, -0.7378], [-2.8739, 0.1367, 0.0265], [0.8791, 0.5024, -0.4951], [1.6346, -0.4368, 0.3230], [0.9597, 1.9299, 0.2651], [-1.6168, 0.0168, -0.2555], [-3.7542, -0.8785, 0.0287], [2.5926, -1.4490, -0.1567], [-3.3418, 1.0204, 0.2929], [1.3449, 0.6488, -1.4095], [1.2575, -0.7428, 1.2070], [1.9800, 2.1849, 0.4106], [0.3707, 1.9097, 1.1557], [0.4898, 2.6111, -0.3529], [-4.6191, -0.6752, 0.3821], [-3.4825, -1.8419, 0.0256], [3.0801, -1.4840, -1.0621], [2.2536, -2.4150, -0.0603], [3.4060, -1.2277, 0.4124]],
  "forces_ev_per_angstrom": [[1.9, 0.6, -0.7], [-1.8, -3.1, -0.2], [0.2, 0.9, 1.6], [0.1, 0.1, -2.7], [-0.6, -2.2, -0.3], [-1.1, 0.0, 0.8], [3.6, 0.5, -0.6], [0.9, -0.1, -0.4], [-0.1, 2.2, 0.3], [0.8, 0.3, -1.9], [-1.0, -0.8, 3.0], [0.8, 0.2, 0.2], [0.0, -0.2, 0.9], [-0.7, 1.6, -1.5], [-2.8, 0.5, 0.9], [0.1, -0.5, -0.3], [-0.9, 0.9, -0.7], [0.2, 0.0, 0.6], [0.4, -0.9, 0.9]],
  "nbo_charge": [0.56, 0.31, -0.42, 0.11, -0.53, -0.37, -0.63, -0.73, 0.25, 0.27, 0.20, 0.25, 0.23, 0.24, 0.43, 0.43, 0.47, 0.46, 0.47]
}



(3)
{
  "formula": "C5H11N3O",
  "method": "ωB97M-V/def2-TZVPD",
  "homo_lumo_gap_ev": [7.419, 7.418],
  "max_force_ev_per_a": 1.6,
  "de_lowest_kj_mol": 543.15,
  "lumo_energy_ev": [0.1, 0.1],
  "species": ["C", "C", "N", "N", "H", "H", "H", "H", "H", "H", "C", "C", "C", "N", "O", "H", "H", "H", "H", "H"],
  "positions_angstrom": [[-1.7115, 1.0243, 0.6182], [-0.2878, 2.3750, -0.3885], [0.2859, 1.6738, -1.3208], [-0.3561, 3.5073, 0.0606], [-0.0190, 0.6895, -1.4680], [1.2581, 1.8719, -1.5212], [-0.7116, 3.6815, 0.9928], [-2.3961, 1.4283, -0.1282], [-2.1443, 0.0346, 0.8031], [-1.8003, 1.6224, 1.5253], [1.7883, -2.5309, 0.6280], [0.7912, -1.4415, 0.2577], [-0.0935, -1.7933, -0.9197], [0.6755, -0.3388, 0.8498], [-0.5856, -0.9706, -1.6721], [-0.5156, 0.4520, 0.6186], [-0.2928, -2.8684, -1.1007], [2.3895, -2.1921, 1.4695], [2.4508, -2.7683, -0.2111], [1.2747, -3.4567, 0.9069]],
  "forces_ev_per_angstrom": [[-0.4, 0.9, -0.1], [-0.3, -0.4, 0.8], [0.1, -0.5, -0.3], [-0.2, -0.3, 0.0], [0.0, 0.3, 0.1], [-0.1, 0.1, 0.1], [0.0, -0.1, -0.1], [0.1, 0.2, -0.1], [0.3, -0.2, 0.0], [-0.1, -0.1, 0.0], [0.0, 0.1, -0.1], [0.0, 0.2, 0.0], [-0.2, 0.1, -0.2], [-0.9, 0.5, 0.0], [0.2, -0.3, 0.3], [1.5, -0.7, -0.3], [0.0, 0.0, 0.0], [0.0, 0.0, 0.0], [0.0, 0.0, 0.0], [0.0, 0.1, 0.0]],
  "nbo_charge": [-0.99, 0.72, -0.82, -0.66, 0.46, 0.42, 0.41, 0.23, 0.25, 0.21, -0.67, 0.07, 0.40, -0.59, -0.56, 0.35, 0.12, 0.24, 0.21, 0.21]
}



(4)
{
  "formula": "C5H11N3O",
  "method": "ωB97M-V/def2-TZVPD",
  "homo_lumo_gap_ev": 7.053,
  "max_force_ev_per_a": 1.4,
  "de_lowest_kj_mol": 485.92,
  "lumo_energy_ev": 0.7,
  "species": ["C", "C", "N", "C", "C", "N", "C", "O", "N", "H", "H", "H", "H", "H", "H", "H", "H", "H", "H", "H"],
  "positions_angstrom": [[0.7379, -0.4157, -1.7227], [0.0219, -1.3604, 1.7691], [-0.1887, -0.2186, -0.6006], [-0.4029, 1.3015, -0.0997], [0.3934, 1.1054, 1.0003], [-1.3779, -0.9925, -0.8205], [0.7464, -0.3029, 0.9774], [1.1115, 2.0474, 1.6994], [-1.1253, 2.2134, -0.6314], [0.9754, 2.9002, 1.2600], [-2.1480, -0.5470, -0.3289], [-1.6610, -0.9932, -1.8010], [-1.3562, 2.0122, -1.6034], [1.8276, -0.5118, 0.9278], [0.3097, 0.0103, -2.6372], [1.6694, 0.1041, -1.5044], [0.9171, -1.4811, -1.8687], [-1.0465, -1.1547, 1.8549], [0.1693, -2.3569, 1.3422], [0.4270, -1.3596, 2.7873]],
  "forces_ev_per_angstrom": [[-0.1, 0.3, 0.0], [0.0, 0.0, 0.1], [-0.1, 0.7, 0.9], [0.6, -1.3, 0.3], [0.1, 0.2, -0.5], [0.1, -0.1, 0.1], [-0.8, -0.1, -0.7], [-0.1, 0.2, 0.2], [-0.3, 0.0, -0.5], [0.0, -0.2, 0.1], [0.3, 0.1, 0.2], [0.5, 0.1, 0.0], [0.1, 0.2, 0.1], [-0.1, -0.1, -0.3], [0.0, 0.0, 0.1], [-0.1, 0.0, 0.0], [0.0, 0.0, 0.1], [0.1, 0.0, -0.1], [0.0, 0.1, 0.1], [0.0, 0.0, -0.1]],
  "nbo_charge": [-0.42, -0.65, -0.16, 0.32, 0.00, -0.66, 0.06, -0.69, -0.84, 0.49, 0.38, 0.36, 0.33, 0.18, 0.20, 0.23, 0.21, 0.22, 0.22, 0.23]
}



(5)
{
  "formula": "C5H11N3O",
  "method": "ωB97M-V/def2-TZVPD",
  "homo_lumo_gap_ev": 9.156,
  "max_force_ev_per_a": 4.1,
  "de_lowest_kj_mol": 431.19,
  "lumo_energy_ev": 0.9,
  "smiles": "NN(/C=N/O)C1CCC1",
  "species": ["N", "N", "C", "N", "O", "C", "C", "C", "C", "H", "H", "H", "H", "H", "H", "H", "H", "H", "H", "H"],
  "positions_angstrom": [[-1.5458, -1.3420, -1.2624], [-0.4619, -0.4928, -0.8907], [0.6925, -1.2269, -0.6059], [1.4844, -0.9115, 0.4004], [2.4584, -1.9603, 0.3567], [-0.8875, 0.7457, -0.2405], [-1.1271, 0.9304, 1.2578], [-0.5925, 2.3956, 1.1091], [0.0789, 1.9660, -0.2650], [-2.2215, -1.4883, -0.4726], [-2.0340, -0.8144, -1.9895], [0.8688, -2.0969, -1.2213], [3.0397, -1.8535, 1.2359], [-1.7984, 1.0027, -0.7645], [-2.1556, 0.8239, 1.6544], [-0.4265, 0.3411, 1.8432], [-1.4623, 3.0788, 1.0361], [0.0349, 2.8452, 1.8419], [1.0842, 1.5410, -0.1443], [0.0805, 2.6618, -1.1375]],
  "forces_ev_per_angstrom": [[-0.5, 0.3, 0.0], [0.0, -0.4, 0.3], [0.0, 1.8, 2.6], [-1.3, -1.5, -2.3], [2.5, 0.5, 3.2], [0.5, 0.3, -0.9], [0.3, 0.4, 0.9], [-0.8, -0.3, -1.2], [-0.5, -0.1, 0.3], [1.0, 0.3, -0.7], [-0.1, -0.5, 0.2], [-0.1, -0.1, 0.0], [-2.1, -0.1, -3.0], [-0.3, 0.2, -0.2], [0.6, -0.1, -0.3], [0.0, -0.2, 0.1], [0.5, -0.3, -0.6], [0.7, -0.1, 0.7], [-0.1, 0.5, 0.3], [-0.2, -0.6, 0.7]],
  "nbo_charge": [-0.64, -0.29, 0.22, -0.22, -0.60, -0.05, -0.43, -0.39, -0.41, 0.34, 0.35, 0.20, 0.47, 0.19, 0.20, 0.23, 0.20, 0.21, 0.23, 0.21]
}



(6)
{
  "formula": "C5H11N3O",
  "method": "ωB97M-V/def2-TZVPD",
  "homo_lumo_gap_ev": 8.738,
  "max_force_ev_per_a": 3.1,
  "de_lowest_kj_mol": 91.85,
  "lumo_energy_ev": 0.7,
  "smiles": "C=C(N)[C@](C)(N)C(N)=O",
  "species": ["C", "C", "N", "C", "C", "N", "C", "N", "O", "H", "H", "H", "H", "H", "H", "H", "H", "H", "H", "H"],
  "positions_angstrom": [[0.3958, -1.9319, 0.3261], [0.8384, -0.7284, -0.1206], [1.6546, -0.5715, -1.2051], [0.1093, 0.4628, 0.4545], [0.3170, 1.7865, -0.2824], [0.4271, 0.6623, 1.8643], [-1.3709, -0.0861, 0.3378], [-1.8712, -0.1590, -0.9376], [-2.0909, -0.1493, 1.3233], [-0.0234, -2.0776, 1.3049], [0.7373, -2.8412, -0.1458], [1.5892, 0.2725, -1.7513], [1.9067, -1.4054, -1.7047], [-0.0166, 1.7554, -1.3198], [-0.2522, 2.5517, 0.2424], [1.3724, 2.0562, -0.2523], [-0.4482, 0.6157, 2.3924], [1.0200, -0.0813, 2.2171], [-2.8251, -0.4723, -1.0295], [-1.4694, 0.3412, -1.7137]],
  "forces_ev_per_angstrom": [[1.8, 0.0, -0.2], [-1.0, -1.4, 0.2], [0.2, 0.3, -0.2], [-0.4, -0.6, 0.4], [-0.2, -0.2, 0.0], [-0.1, 0.0, 0.2], [-0.7, 3.0, 0.0], [-0.2, -0.4, 0.2], [0.5, -0.9, -0.5], [-0.5, 0.3, 0.0], [0.1, -0.1, -0.1], [0.0, -0.1, 0.1], [0.0, 0.0, -0.1], [0.0, 0.1, -0.1], [0.0, 0.1, -0.1], [0.0, 0.0, 0.0], [0.2, 0.0, -0.1], [-0.1, 0.1, -0.1], [0.1, 0.2, 0.0], [0.1, -0.3, 0.2]],
  "nbo_charge": [-0.55, 0.22, -0.80, -0.04, -0.61, -0.83, 0.71, -0.85, -0.63, 0.22, 0.19, 0.39, 0.39, 0.18, 0.24, 0.23, 0.39, 0.37, 0.40, 0.39]
}



(7)
{
  "formula": "C5H11N3O",
  "method": "ωB97M-V/def2-TZVPD",
  "homo_lumo_gap_ev": [6.514, 6.296],
  "max_force_ev_per_a": 4.9,
  "de_lowest_kj_mol": 399.22,
  "multiplicity": 3,
  "lumo_energy_ev": [-9.8, -14.0],
  "total_charge": 2,
  "species": ["C", "C", "C", "C", "C", "N", "N", "N", "O", "H", "H", "H", "H", "H", "H", "H", "H", "H", "H", "H"],
  "positions_angstrom": [[-0.8062, 1.6165, -0.2568], [-2.2914, -0.2627, 0.4630], [0.8820, -0.3086, -0.2088], [1.6486, -0.7792, 0.9152], [0.7768, -1.0991, -1.4111], [0.4099, 1.0370, -0.1295], [-2.0437, 1.0139, -0.1538], [-1.3124, -0.9926, 0.6397], [1.4925, 1.9249, -0.0757], [-0.7395, 2.6831, -0.4737], [-3.4520, -0.2900, 0.5913], [2.6810, -0.5411, 0.8980], [1.4804, -1.8971, 0.9540], [1.3318, -0.4626, 1.8856], [0.0427, -0.6815, -2.1350], [0.7707, -2.1603, -1.1825], [1.7097, -0.8186, -1.9791], [-2.8837, 1.6526, -0.0972], [-1.3649, -1.9411, 1.0256], [1.6677, 2.3066, 0.7308]],
  "forces_ev_per_angstrom": [[0.3, 0.2, -0.4], [-3.6, 2.6, -1.6], [-0.9, 1.8, 0.3], [-0.5, -2.2, 1.1], [0.1, 1.3, -2.1], [0.8, -0.7, 0.0], [0.4, 0.0, 1.9], [1.4, -1.1, 1.3], [-1.5, -2.3, -4.0], [-0.4, -0.2, -0.1], [2.1, -1.0, 0.2], [1.3, 0.0, -0.5], [0.7, 1.1, -0.2], [-0.6, 0.7, 0.6], [-0.1, -0.9, 0.5], [-0.2, 0.0, -0.4], [-0.2, -0.6, 0.4], [1.2, -0.6, -0.7], [-0.5, 0.1, -0.3], [0.2, 1.6, 4.0]],
  "mulliken_spin": [0.17, -0.07, 0.41, 0.06, 0.05, 0.35, 0.41, 0.41, 0.10, 0.02, 0.02, 0.02, 0.01, 0.00, 0.01, 0.01, 0.04, -0.01, -0.01, 0.02]
}



(8)
{
  "formula": "C5H11N3P",
  "method": "ωB97M-V/def2-TZVPD",
  "homo_lumo_gap_ev": 9.050,
  "max_force_ev_per_a": 7.7,
  "de_lowest_kj_mol": 230.64,
  "lumo_energy_ev": -4.4,
  "total_charge": 1,
  "species": ["C", "C", "C", "C", "C", "N", "N", "N", "P", "H", "H", "H", "H", "H", "H", "H", "H", "H", "H", "H"],
  "positions_angstrom": [[0.3718, -0.0010, -0.0212], [-1.5505, -0.5433, 1.0104], [-1.7021, -0.5469, -0.5985], [0.5599, -0.2226, 2.3463], [0.0217, 0.2493, -2.3638], [2.2013, 0.4925, -0.0305], [-0.0923, -0.2175, 1.1161], [-0.3647, -0.1235, -1.0850], [2.5686, 1.7003, -0.9319], [-2.3107, 0.1056, 1.3886], [-1.5957, -1.5642, 1.5910], [-1.9078, -1.5892, -0.8138], [-2.5752, 0.1819, -0.9535], [1.6035, 0.1031, 2.2654], [0.0154, 0.5127, 2.9824], [0.4745, -1.1997, 2.7821], [-0.0284, -0.6234, -3.1297], [1.0294, 0.6640, -2.3359], [-0.5958, 1.1046, -2.7635], [3.8770, 1.5172, -0.4551]],
  "forces_ev_per_angstrom": [[6.8, 2.5, -2.5], [1.0, -2.5, -1.0], [-1.9, 0.5, 0.8], [0.5, 1.5, 2.2], [-0.3, 0.3, -3.9], [-4.9, -2.8, 1.1], [-3.0, 0.2, 0.8], [-1.3, -0.7, 2.4], [0.4, 1.0, -0.5], [0.3, 0.9, 0.9], [-0.5, 1.7, -1.6], [-0.2, 0.1, -0.9], [2.1, -1.7, 0.7], [-0.4, -0.3, -0.1], [0.5, -0.6, -0.1], [0.1, -0.5, 0.4], [0.1, 1.4, 1.4], [-0.2, -0.5, -0.2], [0.3, -1.0, 0.4], [0.6, 0.5, -0.2]],
  "nbo_charge": [0.73, -0.22, -0.23, -0.41, -0.41, -0.86, -0.38, -0.41, 0.89, 0.24, 0.23, 0.23, 0.24, 0.26, 0.22, 0.22, 0.23, 0.21, 0.22, -0.03]
}



(9)
{
  "formula": "C5H11N4",
  "method": "ωB97M-V/def2-TZVPD",
  "homo_lumo_gap_ev": 9.683,
  "max_force_ev_per_a": 6.1,
  "de_lowest_kj_mol": 170.07,
  "lumo_energy_ev": -3.3,
  "smiles": "CNC1=NCN/C1=[NH+]\\C",
  "total_charge": 1,
  "species": ["C", "N", "C", "N", "C", "N", "C", "N", "C", "H", "H", "H", "H", "H", "H", "H", "H", "H", "H", "H"],
  "positions_angstrom": [[3.1426, 1.0816, -0.0110], [1.7344, 0.8905, -0.1744], [0.9980, -0.1793, 0.0090], [1.3339, -1.4119, -0.0128], [0.2168, -2.2957, 0.1111], [-1.0068, -1.4011, 0.0118], [-0.7436, -0.1195, -0.0871], [-1.5592, 0.9238, -0.1692], [-3.0188, 0.8746, 0.0188], [3.6506, 0.0022, -0.1493], [3.5340, 1.7580, -0.6402], [3.3118, 1.4657, 1.0114], [1.2409, 1.6794, -0.5262], [0.3191, -2.9290, -0.8184], [0.2338, -2.9011, 0.9934], [-1.8687, -1.8835, 0.0725], [-1.2454, 1.7822, 0.1835], [-3.4988, 1.5648, -0.7164], [-3.4853, -0.2274, -0.0495], [-3.2893, 1.3258, 0.9431]],
  "forces_ev_per_angstrom": [[0.5, -5.2, 3.2], [-0.9, 1.6, -0.4], [-2.6, -2.0, -1.4], [-0.2, 1.0, 1.3], [0.7, 1.1, -2.6], [1.3, -0.1, 0.0], [2.7, -0.7, 1.0], [-0.7, -2.0, 0.2], [-1.6, -1.8, -1.6], [-0.9, 2.7, 0.4], [1.1, 2.2, -2.7], [0.3, -0.5, -0.3], [-0.3, 0.5, -0.1], [-0.8, 0.3, 1.1], [-0.3, -0.2, 0.6], [-1.2, 0.1, -0.1], [1.3, 1.3, 0.1], [0.4, -1.0, 0.1], [1.2, 2.7, 0.0], [0.0, -0.1, 1.1]],
  "nbo_charge": [-0.40, -0.58, 0.46, -0.46, -0.06, -0.54, 0.49, -0.54, -0.43, 0.24, 0.22, 0.21, 0.40, 0.23, 0.23, 0.43, 0.42, 0.24, 0.22, 0.23]
}



(10)
{
  "formula": "C5H11N4O3S",
  "method": "ωB97M-V/def2-TZVPD",
  "homo_lumo_gap_ev": 10.374,
  "max_force_ev_per_a": 0.8,
  "de_lowest_kj_mol": 122.55,
  "lumo_energy_ev": -3.5,
  "smiles": "COCc1nc(NS(C)(=O)=O)[nH][nH+]1",
  "total_charge": 1,
  "species": ["C", "O", "C", "C", "N", "C", "N", "S", "C", "O", "O", "N", "N", "H", "H", "H", "H", "H", "H", "H", "H", "H", "H", "H"],
  "positions_angstrom": [[3.0550, -0.9153, -0.0602], [2.0411, -1.9140, -0.1628], [1.2394, -1.8951, -1.2903], [-0.0955, -1.3013, -0.9376], [-0.2443, -0.2954, -0.0859], [-1.5558, -0.0686, -0.0191], [-2.1356, 0.8641, 0.7426], [-1.3383, 1.9227, 1.8408], [-0.0002, 2.6305, 0.9396], [-0.8503, 1.1149, 2.9015], [-2.3306, 2.9163, 2.0738], [-2.2219, -0.9190, -0.8175], [-1.2738, -1.7070, -1.4001], [2.8787, -0.3155, 0.8325], [4.0204, -1.4091, 0.0329], [3.0634, -0.2527, -0.9258], [1.1074, -2.9216, -1.6439], [1.6608, -1.3198, -2.1206], [-3.1435, 0.9358, 0.7680], [0.8685, 2.5158, 1.5850], [-0.2416, 3.6781, 0.7795], [0.1919, 2.1286, -0.0010], [-3.2103, -1.0259, -0.9791], [-1.4849, -2.4462, -2.0523]],
  "forces_ev_per_angstrom": [[0.1, 0.1, 0.2], [0.1, -0.1, -0.1], [0.0, -0.2, 0.0], [0.1, 0.3, 0.2], [0.2, 0.0, -0.1], [0.1, -0.1, 0.4], [-0.2, 0.0, -0.5], [-0.1, 0.3, 0.7], [0.3, 0.1, -0.1], [0.2, -0.2, -0.2], [-0.2, -0.1, -0.2], [-0.2, 0.1, 0.0], [0.2, -0.2, -0.1], [-0.1, 0.0, 0.0], [0.0, 0.0, -0.1], [0.0, 0.0, -0.1], [-0.1, 0.0, 0.0], [0.0, 0.1, 0.0], [0.0, 0.2, 0.0], [0.0, 0.1, 0.0], [0.0, 0.0, 0.0], [-0.1, -0.1, 0.0], [0.0, -0.1, -0.1], [-0.2, 0.0, 0.0]],
  "nbo_charge": [-0.25, -0.51, -0.11, 0.45, -0.48, 0.59, -0.82, 2.31, -0.90, -0.88, -0.90, -0.36, -0.33, 0.20, 0.21, 0.17, 0.22, 0.22, 0.45, 0.28, 0.28, 0.26, 0.45, 0.46]
}



Number 9 is which compound? C5H11N4